# 1
116
Properties=species:S:1:pos:R:3 method="wB97M-V/def2-TZVPD" e_lumo_ev=0.1508
C 3.113 -1.370 4.716
C 1.504 -1.508 4.542
C 1.021 -0.539 3.363
C 1.725 -0.829 1.944
N 0.825 -1.715 1.116
C 1.600 -2.295 -0.042
C 0.418 -3.148 -0.776
O -0.240 -4.162 -0.019
C -0.440 -1.847 -1.237
O -1.609 -1.534 -0.989
O 0.574 -1.130 -1.978
C 1.743 -1.120 -1.117
P 3.192 -1.118 -2.330
O 2.644 -0.731 -3.714
O 4.404 0.016 -1.879
O 3.945 -2.673 -2.419
H 3.386 -1.250 5.820
H 3.603 -2.298 4.262
H 3.433 -0.420 4.153
H 1.186 -2.592 4.390
H 1.043 -1.119 5.509
H 1.232 0.570 3.597
H -0.112 -0.674 3.183
H 2.731 -1.360 2.020
H 1.832 0.181 1.412
H 0.594 -2.507 1.740
H 2.570 -2.844 0.209
H 0.900 -3.593 -1.719
H -1.108 -3.795 0.286
H 1.751 -0.051 -0.721
H 5.184 -0.244 -2.421
H 3.230 -3.270 -2.067
C 5.261 2.333 0.838
C 5.390 0.951 1.420
N 5.500 -0.165 1.897
H 4.645 2.954 1.489
H 6.250 2.792 0.739
H 4.796 2.278 -0.145
C 4.241 3.876 -3.249
C 4.206 4.237 -1.797
N 4.174 4.521 -0.655
H 4.884 3.008 -3.400
H 3.234 3.639 -3.596
H 4.630 4.714 -3.830
C 7.341 -3.124 4.028
C 6.834 -2.016 3.153
N 6.423 -1.123 2.459
H 7.171 -2.875 5.077
H 6.818 -4.054 3.794
H 8.410 -3.265 3.864
C -5.082 -2.674 1.063
C -3.776 -3.404 1.054
N -2.752 -3.980 1.047
H -5.652 -2.924 0.167
H -5.660 -2.957 1.944
H -4.905 -1.597 1.085
C 0.742 3.175 0.913
C 1.342 3.355 2.274
N 1.814 3.497 3.342
H 1.152 3.914 0.226
H 0.967 2.175 0.538
H -0.341 3.299 0.966
C 0.594 6.634 -3.097
C 0.733 5.256 -2.528
N 0.842 4.174 -2.080
H -0.021 7.248 -2.437
H 1.577 7.094 -3.198
H 0.121 6.583 -4.079
C -4.159 0.881 -1.609
C -4.180 1.273 -0.165
N -4.197 1.582 0.972
H -3.527 0.001 -1.746
H -5.170 0.649 -1.944
H -3.764 1.700 -2.211
C 4.246 5.278 5.182
C 4.650 6.290 6.209
N 4.968 7.086 7.016
H 4.604 5.585 4.198
H 4.674 4.306 5.430
H 3.159 5.191 5.153
C -6.175 -6.087 -1.925
C -6.796 -4.743 -1.704
N -7.284 -3.687 -1.531
H -5.122 -5.971 -2.187
H -6.252 -6.685 -1.015
H -6.689 -6.605 -2.736
C -7.261 3.742 0.487
C -7.116 2.847 -0.704
N -7.004 2.140 -1.640
H -8.297 4.071 0.579
H -6.976 3.204 1.392
H -6.618 4.616 0.373
C 2.412 -5.964 -4.476
C 2.397 -5.579 -3.030
N 2.384 -5.275 -1.892
H 3.048 -6.839 -4.620
H 1.400 -6.201 -4.807
H 2.799 -5.138 -5.075
C -9.202 5.432 -3.318
C -9.225 5.828 -1.874
N -9.244 6.139 -0.739
H -8.567 4.555 -3.451
H -10.212 5.196 -3.654
H -8.808 6.252 -3.921
C 6.200 -4.680 -2.141
C 7.622 -5.023 -2.464
N 8.739 -5.292 -2.717
H 5.540 -5.485 -2.471
H 6.085 -4.544 -1.065
H 5.916 -3.758 -2.648
C -9.489 -0.855 -0.319
C -9.444 0.263 0.673
N -9.412 1.145 1.461
H -8.551 -0.893 -0.876
H -9.634 -1.804 0.198
H -10.312 -0.701 -1.018

=====

# 2
18
Properties=species:S:1:pos:R:3 method="wB97M-V/def2-TZVPD" de_lowest_ev=1.582 e_lumo_ev=1.0946 smiles=CCC(O)CC
C 2.135 -1.297 0.189
C 0.810 -1.017 -0.509
C 0.021 0.028 0.251
O 0.917 1.329 0.457
C -1.159 0.671 -0.435
C -2.471 0.885 0.320
H 2.742 -2.014 -0.368
H 2.701 -0.370 0.309
H 1.960 -1.700 1.193
H 0.967 -0.641 -1.531
H 0.237 -1.951 -0.623
H -0.177 -0.256 1.290
H 1.562 1.488 -0.260
H -0.496 1.584 -0.367
H -1.306 0.348 -1.476
H -3.002 1.737 -0.120
H -3.168 0.035 0.313
H -2.273 1.140 1.368

=====

# 3
124
Properties=species:S:1:pos:R:3 method="wB97M-V/def2-TZVPD" de_lowest_ev=1.682 e_lumo_ev="-2.5329 / -2.5214" total_charge=+1
Ti -0.844 1.682 1.115
N -0.366 -1.979 3.308
C -0.106 -0.668 3.020
N -1.010 0.174 2.568
C -2.313 -0.292 2.388
N -3.222 0.516 1.897
N -2.668 1.699 1.604
C -3.218 2.882 1.796
C -2.255 3.876 2.099
C -2.582 5.182 2.505
C -1.611 6.013 3.011
C -0.300 5.528 3.095
C -0.036 4.246 2.662
N -0.956 3.411 2.168
C -2.674 -1.632 2.802
C -3.993 -2.076 2.790
C -4.296 -3.357 3.219
C -3.278 -4.207 3.631
C -1.959 -3.785 3.643
C -1.652 -2.487 3.251
H 0.367 -2.563 3.681
H 0.904 -0.316 3.185
H -4.287 3.028 1.912
H -3.612 5.493 2.437
H -1.855 7.005 3.359
H 0.487 6.138 3.513
H 0.967 3.840 2.746
H -4.752 -1.386 2.455
H -5.320 -3.698 3.233
H -3.513 -5.209 3.956
H -1.176 -4.453 3.969
N 1.239 2.161 0.447
C 1.054 2.234 -1.013
C 2.233 2.828 -1.781
C 3.373 1.833 -2.017
C 2.983 0.615 -2.876
N 2.275 -0.419 -2.140
C 2.754 -1.095 -1.096
N 1.916 -1.841 -0.402
N 4.050 -1.025 -0.765
C -0.290 3.004 -1.278
O -0.404 3.718 -2.249
O -1.185 2.741 -0.406
H 1.611 3.064 0.755
H 1.935 1.444 0.671
H 0.867 1.221 -1.379
H 2.624 3.695 -1.238
H 1.847 3.195 -2.735
H 3.758 1.499 -1.052
H 4.183 2.357 -2.527
H 3.880 0.187 -3.337
H 2.323 0.945 -3.678
H 1.323 -0.649 -2.409
H 0.901 -1.806 -0.682
H 2.225 -2.373 0.391
H 4.699 -0.518 -1.340
H 4.390 -1.458 0.076
O -0.470 -1.440 -1.424
C -1.056 -0.492 -0.857
O -0.495 0.113 0.105
C -2.424 -0.068 -1.324
C -2.578 -0.322 -2.814
Ge -2.235 -2.252 -3.344
C -3.692 -2.521 -4.669
C -4.557 -3.602 -4.569
C -5.620 -3.750 -5.443
C -5.826 -2.816 -6.444
C -4.970 -1.733 -6.560
C -3.919 -1.587 -5.674
C -0.520 -2.692 -4.275
C 0.636 -3.076 -3.607
C 1.781 -3.432 -4.300
C 1.785 -3.421 -5.684
C 0.637 -3.053 -6.365
C -0.502 -2.694 -5.665
C -2.666 -3.469 -1.841
C -3.847 -3.244 -1.144
C -4.231 -4.068 -0.103
C -3.433 -5.141 0.257
C -2.268 -5.393 -0.445
C -1.891 -4.564 -1.489
H -2.577 0.990 -1.067
H -3.144 -0.670 -0.758
H -1.918 0.348 -3.368
H -3.597 -0.090 -3.120
H -4.398 -4.332 -3.786
H -6.289 -4.592 -5.340
H -6.654 -2.925 -7.131
H -5.128 -0.999 -7.339
H -3.265 -0.727 -5.757
H 0.633 -3.117 -2.530
H 2.668 -3.738 -3.759
H 2.670 -3.712 -6.231
H 0.626 -3.060 -7.446
H -1.400 -2.432 -6.206
H -4.491 -2.426 -1.444
H -5.156 -3.878 0.422
H -3.726 -5.787 1.071
H -1.659 -6.249 -0.185
H -0.993 -4.783 -2.048
O 3.315 0.611 2.025
S 2.856 1.666 2.969
C 3.783 1.527 4.518
C 3.085 1.816 5.678
C 3.760 1.830 6.886
C 5.116 1.549 6.920
C 5.798 1.235 5.755
C 5.130 1.223 4.542
C 3.730 3.174 2.430
C 3.523 4.365 3.105
C 4.108 5.524 2.624
C 4.879 5.488 1.472
C 5.097 4.287 0.816
C 4.521 3.124 1.299
H 2.027 2.032 5.635
H 3.227 2.061 7.795
H 5.645 1.570 7.859
H 6.853 1.012 5.787
H 5.646 0.984 3.624
H 2.929 4.384 4.006
H 3.964 6.454 3.152
H 5.326 6.394 1.095
H 5.713 4.253 -0.068
H 4.689 2.170 0.821

=====

# 4
63
Properties=species:S:1:pos:R:3 method="wB97M-V/def2-TZVPD" e_lumo_ev=-4.0169 total_charge=+1
Pb 0.488 -1.280 -0.808
C 2.294 3.736 -0.422
N 2.311 2.315 -0.740
C 2.712 2.006 -2.112
P 2.375 1.195 0.451
O 2.657 -0.178 -0.074
O -0.457 2.186 0.262
P -1.631 1.572 -0.681
O -1.666 0.082 -0.734
N -1.256 2.169 -2.168
C -1.588 1.452 -3.392
C -1.132 3.610 -2.341
N -2.978 2.210 0.004
C -4.224 1.858 -0.687
C -3.029 3.545 0.597
N 3.275 1.557 1.762
C 3.043 2.657 2.691
C 4.545 0.853 1.978
H 1.775 4.269 -1.219
H 3.304 4.142 -0.333
H 1.751 3.923 0.504
H 1.943 2.356 -2.802
H 2.844 0.934 -2.228
H 3.654 2.503 -2.352
H -1.875 0.429 -3.164
H -0.724 1.436 -4.061
H -2.417 1.941 -3.910
H -0.905 4.096 -1.393
H -2.051 4.043 -2.748
H -0.315 3.829 -3.033
H -4.146 0.867 -1.132
H -4.458 2.592 -1.465
H -5.037 1.832 0.035
H -2.087 3.787 1.081
H -3.812 3.556 1.355
H -3.265 4.306 -0.153
H 2.017 3.014 2.626
H 3.728 3.485 2.497
H 3.205 2.297 3.708
H 4.666 0.062 1.243
H 4.543 0.412 2.975
H 5.380 1.552 1.899
S -1.116 -2.573 1.714
C -2.003 -1.399 2.135
S 0.417 1.197 1.289
C -2.813 -0.403 2.491
C -2.310 0.664 3.286
N -1.917 1.538 3.919
C -4.157 -0.404 2.022
N -5.239 -0.409 1.640
C 1.440 -8.675 -0.593
C 0.721 -7.430 -0.189
C -0.294 -7.425 0.761
C -0.880 -6.208 1.057
N -0.509 -5.071 0.471
C 0.473 -5.195 -0.424
S 1.008 -3.712 -1.235
N 1.104 -6.295 -0.784
H 0.995 -9.560 -0.145
H 2.484 -8.609 -0.286
H 1.427 -8.771 -1.678
H -0.612 -8.333 1.250
H -1.679 -6.138 1.787

=====

# 5
20
Properties=species:S:1:pos:R:3 method="wB97M-V/def2-TZVPD" de_lowest_ev=2.065 e_lumo_ev=0.3584
C -0.973 0.120 -1.429
C -1.147 1.755 0.682
C 1.760 -1.869 -0.580
C -0.699 0.410 0.008
N -1.162 -0.757 0.730
O 1.629 0.481 1.661
O 1.838 1.621 -0.685
P 1.282 0.460 0.026
H -2.060 0.101 -1.623
H -0.470 -0.875 -1.669
H -0.531 0.871 -2.161
H -0.885 1.729 1.695
H -0.787 2.669 0.280
H -2.194 1.713 0.535
H 1.597 -2.417 0.310
H 1.061 -2.008 -1.397
H 2.736 -2.162 -0.977
H -2.098 -0.481 1.124
H -0.540 -0.900 1.450
H 1.641 -0.460 2.020

=====

# 6
43
Properties=species:S:1:pos:R:3 method="wB97M-V/def2-TZVPD" de_lowest_ev=0.000 spin_multiplicity=2 e_lumo_ev="-4.7046 / -4.9866" total_charge=+1
Ir -0.217 -0.013 0.211
Br 4.294 -0.001 6.090
C 2.891 -0.004 4.826
C 1.567 -0.004 5.268
C 0.563 -0.008 4.330
C 0.824 -0.011 2.940
O -0.180 -0.015 2.142
C 2.207 -0.007 2.485
C 2.597 -0.004 1.125
N 1.812 -0.007 0.049
C 2.254 -0.007 -1.241
C 3.587 -0.006 -1.684
C 3.877 -0.004 -3.037
C 2.881 -0.004 -3.995
C 1.531 -0.006 -3.605
C 0.452 -0.004 -4.515
C -0.838 -0.007 -4.032
C -1.062 -0.012 -2.662
N -0.064 -0.012 -1.772
C 1.216 -0.008 -2.222
C 3.205 -0.005 3.470
H 1.337 -0.001 6.322
H -0.472 -0.009 4.633
H 3.667 0.003 0.945
H 4.399 -0.006 -0.976
H 4.909 -0.002 -3.353
H 3.122 -0.002 -5.045
H 0.652 -0.001 -5.574
H -1.682 -0.006 -4.701
H -2.070 -0.016 -2.274
H 4.245 -0.004 3.179
C -4.800 -1.463 0.228
C -3.520 -0.685 0.222
S -2.117 -1.668 0.194
C -3.517 0.695 0.223
C -4.782 1.493 0.230
S -2.102 1.666 0.199
H -4.593 -2.529 0.228
H -5.393 -1.227 -0.656
H -5.393 -1.227 1.110
H -5.663 0.862 0.230
H -4.814 2.142 -0.644
H -4.814 2.137 1.107